C30H38F5N5O5PbSSeSi2 | ωB97M-V with the def2-TZVPD basis set

Structure (ORCA input):
```
! RIJCOSX wB97M-V def2-TZVPD def2/J DEFGRID3
* xyz 2 1
Pb 0.38 0.56 -1.41
Se -2.01 -1.50 -3.05
S -0.48 0.16 1.10
Si -0.10 -3.43 1.58
Si 2.48 -1.87 3.27
F -4.28 -2.25 -7.67
F -1.73 1.24 -4.40
F -2.62 2.06 -6.80
F -3.43 -3.08 -5.26
F -3.89 0.31 -8.44
O -1.40 1.92 -1.65
O 4.54 2.86 -0.87
O -2.29 3.94 -1.30
O -4.09 0.18 -2.52
O 3.01 1.24 -0.67
N -2.99 0.96 0.95
N -3.34 -0.48 -1.94
N 1.86 -2.13 -0.74
N -1.51 2.63 1.44
N 1.05 2.98 -1.32
C 1.55 5.64 -1.76
C -0.80 -3.43 -0.13
C 3.77 -3.07 -1.84
C 2.57 -2.35 -1.83
C -2.81 0.81 -6.42
C 3.30 2.40 -0.91
C -2.56 -0.94 -4.76
C 2.60 4.77 -1.49
C 1.62 -2.53 1.64
C -4.69 2.17 2.30
C -0.14 3.54 3.28
C -2.37 0.37 -5.18
C -0.22 3.23 1.80
C 1.18 -1.00 4.26
C -1.31 -2.78 2.82
C -1.35 3.20 -1.51
C 3.17 -3.32 4.21
C -1.75 1.36 1.17
C 0.25 5.16 -1.78
C -3.22 -1.81 -5.62
C -3.66 -1.40 -6.86
C 3.66 -3.12 0.53
C 2.29 3.44 -1.26
C -3.46 -0.09 -7.26
C 4.32 -3.47 -0.65
C 0.04 3.81 -1.56
C 3.78 -0.68 2.69
C -4.17 1.83 0.91
C 0.57 -5.11 2.06
C 2.40 -2.52 0.43
H 2.41 -4.05 4.47
H 1.75 6.69 -1.95
H 4.60 -1.17 2.18
H 0.56 2.54 1.49
H -2.29 -3.22 2.60
H -0.30 2.64 3.87
H -3.09 0.00 0.66
H -1.69 -4.05 -0.13
H 4.09 -3.35 1.49
H -4.92 1.29 0.34
H 0.84 3.94 3.52
H 4.19 -0.15 3.55
H 3.57 -2.91 5.14
H 5.27 -3.99 -0.61
H -1.41 -1.70 2.76
H -3.93 2.71 0.31
H 0.68 -0.20 3.70
H 3.62 5.11 -1.44
H -0.60 5.80 -1.96
H 4.26 -3.28 -2.78
H 5.14 2.13 -0.63
H 2.15 -1.97 -2.75
H -0.26 -5.81 1.93
H -3.93 2.66 2.91
H -1.06 -3.06 3.84
H -5.54 2.86 2.22
H 1.68 -0.55 5.12
H 3.36 0.07 2.00
H -5.03 1.28 2.82
H -2.30 3.27 1.38
H -0.12 4.14 1.20
H -0.12 -3.82 -0.88
H 1.38 -5.45 1.41
H 0.42 -1.68 4.64
H -0.88 4.28 3.58
H 3.99 -3.83 3.71
H -1.09 -2.42 -0.42
H 0.89 -5.15 3.09
*
```

As for the energy relative to the best compared isomer or geometry (same formula, charge and spin): 0.034 eV. The value obtained for the electronic energy is -5886.260574 hartree. The value obtained for the orbital gap is 0.20010 Ha. The calculation puts the lowest unoccupied orbital energy at -7.824 eV.


C30H39AlF5O4S | ωB97M-V with the def2-TZVPD basis set

Structure (ORCA input):
```
! RIJCOSX wB97M-V def2-TZVPD def2/J DEFGRID3
* xyz -1 1
S -3.98 -0.70 -1.32
Al -2.64 0.76 -2.51
F -3.48 -0.27 1.34
F -1.66 -2.60 -0.78
F -4.21 -2.27 0.77
F -0.90 -1.04 0.69
F -1.92 -2.87 1.37
O -5.18 1.99 -3.40
O -5.30 -0.07 -1.10
O -4.19 -1.92 -2.13
O 5.98 2.12 -2.02
C -1.06 4.77 -1.64
C -1.90 -1.90 0.36
C -2.29 -3.04 4.28
C 3.59 -3.17 3.42
C -3.35 -1.24 0.35
C -1.19 -0.18 -3.63
C -1.49 2.35 -0.05
C 3.27 0.35 -1.52
C 3.95 -3.07 2.08
C -0.96 3.59 0.55
C -2.77 -1.05 5.55
C 2.99 -2.79 1.12
C -1.98 -3.71 5.46
C 2.53 -0.85 -2.25
C -3.88 1.62 -3.93
C -2.69 -1.71 4.33
C 5.57 1.28 -0.94
C -1.60 3.56 -2.23
C -2.06 -3.05 6.68
C -5.30 3.42 -3.28
C 0.04 -0.70 -2.76
C 6.42 3.38 -1.48
C 1.46 -0.26 -3.29
C 4.83 0.00 -1.50
C -1.85 2.31 -1.47
C 2.26 -3.00 3.79
C 1.66 -2.62 1.49
C -2.45 -1.72 6.72
C 1.30 -2.72 2.83
C -0.75 4.81 -0.21
H 4.34 -3.39 4.17
H 5.11 -0.23 -2.56
H 0.91 -2.40 0.74
H 1.47 0.86 -3.33
H 7.34 3.24 -0.83
H -5.79 3.84 -4.20
H -2.52 -1.21 7.68
H -0.06 -0.31 -1.72
H -3.09 -0.02 5.58
H 1.67 -0.63 -4.33
H 4.99 -3.20 1.79
H -4.30 3.87 -3.05
H 6.61 4.08 -2.32
H 0.01 -1.82 -2.81
H 5.58 3.80 -0.85
H -1.67 -4.75 5.42
H 1.98 -3.08 4.83
H 4.94 -0.90 -0.85
H -4.06 0.79 -4.68
H -2.23 -3.56 3.34
H -0.85 0.58 -4.40
H -0.88 5.68 -2.27
H -1.62 1.44 0.58
H -1.80 -3.57 7.60
H 3.27 -2.72 0.07
H 1.95 -1.39 -1.45
H -2.93 -1.19 3.41
H 2.86 0.47 -0.48
H 3.18 1.31 -2.09
H -0.37 5.76 0.23
H -0.72 3.61 1.65
H 0.27 -2.58 3.12
H -5.97 3.64 -2.40
H -1.82 3.58 -3.32
H 4.81 1.84 -0.32
H -1.72 -1.00 -4.19
H 3.21 -1.60 -2.72
H 6.43 0.92 -0.30
H -3.35 2.45 -4.46
*
```

The value obtained for the electronic energy is -2607.390092 hartree. The value obtained for the orbital gap is 0.26903 Ha. The calculation puts the lowest unoccupied orbital energy at 2.453 eV.


| no. | HOMO level (eV) |
| --- | --- |
| 1 | -13.27 |
| 2 | -4.87 |